No. 1
Entry from OMol25: a structure of composition C30H29BrCl2GdN8O4S at a distorted geometry (ωB97M-V with the def2-TZVPD basis set).

## Properties
LUMO energy (alpha / beta), eV: -3.29 / -5.96
Total charge: +1
Energy above the lowest of the compared OMol25 structures with the same formula, charge and spin, kJ/mol: 3.0
Highest occupied orbital energy (alpha / beta), eV: -11.057 / -11.027
E_tot, Ha: -6557.76349
Frontier orbital gap (alpha / beta), eV: 7.768 / 5.063
Max |F|, eV/Å: 1.05
Spin multiplicity: 8
<S²>: 16.02

Atoms and positions in Å:
Gd (-0.274, -0.683, -0.216)
Cl (1.407, 0.021, 7.056)
C (0.853, -0.418, 5.476)
C (-0.415, -0.995, 5.332)
C (-0.877, -1.350, 4.089)
Cl (-2.432, -2.086, 3.917)
C (-0.109, -1.141, 2.920)
O (-0.561, -1.489, 1.755)
C (1.178, -0.558, 3.097)
C (2.047, -0.320, 1.985)
O (1.767, -0.506, 0.790)
C (1.643, -0.211, 4.381)
H (-1.030, -1.165, 6.205)
H (3.050, 0.061, 2.221)
H (2.628, 0.221, 4.499)
N (0.486, 0.128, -2.348)
C (0.680, 0.707, -3.338)
N (0.898, 1.372, -4.423)
C (1.607, 0.801, -5.584)
C (0.729, 0.939, -6.814)
O (0.350, 2.298, -6.986)
C (-0.466, 2.728, -5.917)
C (0.322, 2.715, -4.618)
H (1.852, -0.239, -5.377)
H (2.528, 1.373, -5.718)
H (-0.156, 0.307, -6.714)
H (1.290, 0.649, -7.701)
H (-1.349, 2.084, -5.830)
H (-0.781, 3.746, -6.143)
H (-0.307, 2.958, -3.762)
H (1.147, 3.430, -4.673)
C (-3.151, -5.760, 1.903)
C (-3.068, -5.308, 0.449)
C (-2.212, -4.066, 0.244)
N (-0.827, -4.329, 0.637)
C (0.265, -3.992, -0.001)
S (0.285, -3.053, -1.447)
N (1.463, -4.412, 0.495)
C (1.760, -5.472, 1.400)
O (2.752, -5.380, 2.070)
C (0.834, -6.635, 1.450)
C (0.190, -7.118, 0.313)
C (-0.608, -8.245, 0.404)
C (-0.776, -8.880, 1.629)
C (-0.130, -8.402, 2.762)
C (0.686, -7.286, 2.671)
H (-3.836, -6.600, 2.006)
H (-3.507, -4.954, 2.548)
H (-2.186, -6.102, 2.290)
H (-4.066, -5.074, 0.075)
H (-2.677, -6.118, -0.172)
H (-2.574, -3.233, 0.853)
H (-2.213, -3.754, -0.798)
H (-0.715, -4.833, 1.508)
H (2.271, -3.897, 0.175)
H (0.329, -6.635, -0.647)
H (-1.095, -8.633, -0.480)
H (-1.404, -9.758, 1.698)
H (-0.253, -8.905, 3.711)
H (1.217, -6.911, 3.537)
Br (2.465, 4.718, -1.248)
C (0.941, 3.888, -0.525)
C (-0.179, 4.626, -0.175)
C (-1.280, 3.950, 0.326)
C (-1.223, 2.572, 0.443)
N (-0.138, 1.868, 0.109)
C (0.932, 2.516, -0.359)
H (-0.188, 5.701, -0.292)
H (-2.175, 4.482, 0.613)
H (-2.076, 2.008, 0.802)
H (1.798, 1.919, -0.615)
N (-2.449, -0.585, -0.778)
C (-2.582, -0.776, -1.942)
N (-2.813, -0.971, -3.158)
C (-2.014, -0.716, -4.170)
N (-1.342, -0.479, -5.081)

***

No. 2
Entry from OMol25: a structure of composition C30H29BrClNNiO7Si (ωB97M-V with the def2-TZVPD basis set).

## Properties
LUMO energy (alpha / beta), eV: 3.93 / 3.93
Total charge: -2
Highest occupied orbital energy (alpha / beta), eV: -1.897 / -2.773
E_tot, Ha: -6574.27112
Frontier orbital gap (alpha / beta), eV: 5.830 / 6.706
Max |F|, eV/Å: 0.37
Spin multiplicity: 3
<S²>: 2.01

Atoms and positions in Å:
Ni (-0.281, -0.287, 0.178)
O (-0.809, 2.517, 3.137)
C (-0.504, 1.721, 2.241)
O (-1.235, 0.937, 1.588)
C (0.978, 1.721, 1.826)
C (1.929, 2.410, 2.619)
C (3.230, 2.417, 2.229)
C (3.599, 1.804, 1.004)
C (4.923, 1.812, 0.508)
C (5.214, 1.240, -0.699)
C (4.189, 0.653, -1.470)
C (2.899, 0.624, -1.015)
C (2.587, 1.174, 0.250)
N (1.298, 1.101, 0.715)
H (1.567, 2.885, 3.519)
H (3.996, 2.899, 2.828)
H (5.699, 2.280, 1.104)
H (6.231, 1.239, -1.070)
H (4.425, 0.207, -2.427)
H (2.101, 0.165, -1.579)
Br (5.828, -5.436, 1.009)
C (4.448, -4.115, 1.171)
C (4.256, -3.507, 2.402)
C (3.259, -2.550, 2.510)
C (2.487, -2.213, 1.406)
C (2.683, -2.839, 0.184)
C (3.681, -3.805, 0.067)
C (1.848, -2.492, -1.055)
O (2.136, -3.098, -2.095)
O (0.941, -1.629, -0.918)
H (4.867, -3.782, 3.251)
H (3.055, -2.073, 3.460)
H (1.707, -1.475, 1.511)
H (3.824, -4.280, -0.893)
C (-2.233, -2.305, -1.930)
Si (-2.656, -0.476, -1.733)
C (-3.790, -0.322, -0.234)
C (-3.754, -0.016, -3.226)
C (-1.136, 0.519, -1.511)
H (-3.135, -2.892, -2.134)
H (-1.770, -2.683, -1.016)
H (-1.515, -2.461, -2.738)
H (-4.686, -0.937, -0.369)
H (-4.101, 0.715, -0.085)
H (-3.285, -0.638, 0.679)
H (-4.657, -0.629, -3.280)
H (-3.201, -0.140, -4.161)
H (-4.057, 1.032, -3.158)
H (-1.338, 1.582, -1.352)
H (-0.442, 0.388, -2.349)
C (-3.204, -5.441, -0.172)
C (-3.823, -4.461, 0.779)
C (-5.146, -4.072, 0.667)
C (-5.677, -3.134, 1.538)
Cl (-7.357, -2.662, 1.366)
C (-4.899, -2.553, 2.515)
C (-3.569, -2.932, 2.642)
C (-3.033, -3.894, 1.792)
O (-1.765, -4.359, 1.855)
C (-0.879, -3.784, 2.808)
C (-0.418, -2.342, 2.504)
O (0.242, -1.801, 3.397)
O (-0.753, -1.894, 1.379)
H (-3.940, -5.791, -0.896)
H (-2.791, -6.300, 0.361)
H (-2.378, -4.974, -0.710)
H (-5.766, -4.492, -0.115)
H (-5.309, -1.785, 3.156)
H (-2.952, -2.437, 3.376)
H (0.011, -4.413, 2.791)
H (-1.313, -3.827, 3.812)

***

No. 3
Entry from OMol25: a structure of composition C30H29Cl2N4OW at a distorted geometry (ωB97M-V with the def2-TZVPD basis set).

## Properties
LUMO energy (alpha / beta), eV: -4.01 / -4.01
Total charge: +1
Energy above the lowest of the compared OMol25 structures with the same formula, charge and spin, kJ/mol: 1215.5
Highest occupied orbital energy (alpha / beta), eV: -9.794 / -9.793
E_tot, Ha: -2441.72476
Frontier orbital gap (alpha / beta), eV: 5.787 / 5.785
Max |F|, eV/Å: 3.48

Atoms and positions in Å:
W (0.734, 0.366, 1.376)
C (-3.612, 0.220, 2.697)
C (-2.126, 0.142, 2.598)
N (-1.402, 0.729, 1.677)
N (-1.758, 1.322, 0.548)
C (-0.623, 1.134, -0.252)
O (1.123, 1.968, 1.523)
C (-0.409, 1.887, -1.312)
C (1.630, 5.088, -0.303)
C (1.075, 5.303, -1.452)
C (0.509, 4.797, -2.700)
C (-0.163, 3.692, -3.075)
C (-0.746, 2.501, -2.432)
C (-1.269, -0.643, 3.454)
C (-1.727, -1.357, 4.570)
C (-0.862, -2.146, 5.284)
C (0.486, -2.238, 4.895)
C (0.901, -1.524, 3.813)
N (0.058, -0.736, 3.088)
H (-3.999, 0.764, 1.838)
H (-3.923, 0.747, 3.602)
H (-4.064, -0.774, 2.717)
H (2.005, 2.854, -1.944)
H (1.162, 6.411, -1.385)
H (0.632, 5.513, -3.504)
H (-0.425, 3.724, -4.128)
H (-1.551, 2.051, -3.014)
H (-2.767, -1.274, 4.850)
H (-1.216, -2.696, 6.145)
H (1.190, -2.853, 5.435)
H (1.928, -1.553, 3.471)
C (-3.750, -0.802, -2.684)
C (-3.299, -1.047, -1.247)
C (-4.254, -2.036, -0.572)
C (-1.850, -1.489, -1.141)
C (-1.352, -2.020, 0.048)
C (-0.025, -2.427, 0.169)
C (0.861, -2.334, -0.909)
C (2.257, -2.871, -0.812)
C (0.373, -1.774, -2.082)
C (-0.950, -1.366, -2.195)
H (-4.804, -0.525, -2.699)
H (-3.631, -1.700, -3.295)
H (-3.196, 0.008, -3.161)
H (-3.367, -0.089, -0.717)
H (-4.177, -3.024, -1.030)
H (-5.284, -1.693, -0.680)
H (-4.061, -2.147, 0.495)
H (-2.011, -2.160, 0.896)
H (0.290, -2.917, 1.087)
H (2.878, -2.226, -0.192)
H (2.718, -2.951, -1.796)
H (2.260, -3.862, -0.356)
H (1.027, -1.691, -2.943)
H (-1.282, -0.965, -3.143)
Cl (1.904, 2.571, -0.681)
C (3.405, 1.623, -0.734)
C (4.389, 2.035, -1.615)
C (5.560, 1.308, -1.683)
C (5.726, 0.204, -0.864)
C (4.715, -0.187, -0.014)
Cl (4.975, -1.531, 1.037)
C (3.468, 0.482, 0.059)
N (2.442, 0.013, 0.832)
H (4.261, 2.923, -2.221)
H (6.347, 1.611, -2.358)
H (6.648, -0.361, -0.880)

***

> Which value of total charge does entry 2 give?

-2

***

> Which of these has the highest max |F|?

C30H29Cl2N4OW